{"formula": "C3H6AsF6O3Rb", "method": "ωB97M-V/def2-TZVPD", "homo_energy_ev": -11.58, "energy_ev": -87153.0795, "largest_force_ev_per_a": 3.845, "de_lowest_kcal_mol": 38.2, "species": ["Rb", "As", "F", "F", "F", "F", "F", "F", "C", "O", "C", "O", "O", "C", "H", "H", "H", "H", "H", "H"], "xyz": [[4.02146, 10.90714, 16.30668], [6.66223, 14.46528, 15.42493], [7.03772, 13.64744, 13.86673], [7.91792, 13.49985, 16.25283], [6.26222, 15.43346, 16.89908], [5.33520, 15.24744, 14.58768], [5.53993, 13.11993, 15.83258], [7.75763, 15.80592, 14.95359], [1.14293, 8.45410, 19.56818], [0.77916, 7.93921, 18.29363], [1.73750, 7.75627, 17.34481], [2.82252, 8.40222, 17.22442], [1.30154, 6.80768, 16.47781], [1.89329, 6.48164, 15.18961], [2.19066, 8.71292, 19.72112], [0.88691, 7.82960, 20.42407], [0.67511, 9.41515, 19.78179], [1.09824, 6.34491, 14.45660], [2.57733, 5.66084, 15.40520], [2.46543, 7.35650, 14.88077]], "atomic_forces_ev_per_a": [[0.25, 0.21, -0.02], [1.20, 1.53, -0.91], [-0.24, 0.34, 1.56], [-1.09, 1.13, -0.62], [0.31, -1.69, -1.27], [0.32, -0.39, 0.56], [0.03, 0.29, 0.20], [-0.81, -1.59, 0.60], [0.72, 1.42, 1.27], [1.32, -0.75, -0.83], [1.76, 0.90, -1.32], [-3.33, -1.83, 0.55], [-0.66, 0.96, 1.40], [0.87, 1.46, 1.15], [0.30, -0.49, -0.74], [-0.33, -0.64, -0.65], [-0.56, -0.06, -0.55], [0.04, -0.50, 0.45], [-0.31, -0.17, -0.63], [0.22, -0.13, -0.15]], "nbo_charge": [1.00, 2.80, -0.63, -0.62, -0.62, -0.62, -0.70, -0.61, -0.28, -0.48, 1.02, -0.73, -0.50, -0.25, 0.20, 0.21, 0.20, 0.22, 0.21, 0.19]}



{"formula": "C3H6AuBF10NOP", "method": "ωB97M-V/def2-TZVPD", "homo_energy_ev": [-14.27, -15.83], "s2": 3.769, "charge": 1, "spin_multiplicity": 4, "energy_ev": -47574.4266, "largest_force_ev_per_a": 0.357, "de_lowest_kcal_mol": 4.6, "species": ["Au", "N", "C", "O", "C", "C", "H", "H", "H", "H", "H", "H", "F", "B", "F", "F", "F", "F", "P", "F", "F", "F", "F", "F"], "xyz": [[0.06278, -0.51963, 0.03906], [-3.82695, -1.26034, -1.34722], [-2.69769, -1.14479, -0.68138], [-1.63463, -0.87178, -1.29632], [-2.67815, -1.31681, 0.81941], [-1.30495, -1.71765, 1.27436], [-3.83910, -1.09422, -2.34356], [-4.69138, -1.48340, -0.88155], [-3.41478, -2.06575, 1.13104], [-2.98149, -0.36926, 1.27172], [-0.91942, -2.65531, 0.85940], [-1.03203, -1.52515, 2.30498], [4.36597, 0.13742, 1.35003], [3.21476, 0.39146, 1.92560], [2.09414, -0.14029, 1.34847], [3.18380, 0.26418, 3.38006], [3.00342, 1.82712, 2.31186], [0.14245, 1.28930, -0.74596], [2.08942, 2.03328, -1.76764], [2.37819, 0.47528, -1.59141], [1.22572, 1.68312, -3.02480], [1.32556, 3.39093, -1.63790], [3.39375, 2.46968, -2.44628], [2.54062, 2.20260, -0.25194]], "atomic_forces_ev_per_a": [[0.05, -0.06, -0.24], [0.00, -0.01, 0.08], [0.06, 0.05, -0.05], [-0.07, -0.06, 0.04], [0.02, -0.09, -0.05], [0.11, 0.17, -0.02], [0.00, 0.00, -0.01], [-0.01, -0.01, -0.02], [0.00, 0.01, 0.00], [0.00, 0.01, -0.01], [0.04, -0.01, 0.04], [-0.10, -0.02, 0.02], [0.00, -0.02, -0.02], [0.17, 0.28, 0.14], [-0.14, -0.09, 0.11], [-0.03, -0.06, -0.12], [-0.03, -0.15, -0.08], [-0.11, 0.19, 0.23], [0.20, 0.19, 0.03], [-0.02, -0.14, 0.02], [-0.01, -0.06, -0.07], [-0.04, -0.06, -0.01], [-0.04, -0.03, -0.01], [-0.05, -0.06, -0.03]], "nbo_charge": [1.36, -0.73, 0.69, -0.60, -0.57, -0.45, 0.44, 0.43, 0.27, 0.28, 0.24, 0.25, -0.47, 1.36, -0.55, -0.20, -0.12, -0.59, 2.69, -0.57, -0.54, -0.53, -0.53, -0.57]}



{"formula": "C3H6Br", "method": "ωB97M-V/def2-TZVPD", "homo_energy_ev": [-8.48, -9.74], "s2": 0.784, "spin_multiplicity": 2, "energy_ev": -73247.4260, "largest_force_ev_per_a": 3.641, "de_lowest_kcal_mol": 0.0, "species": ["Br", "H", "C", "C", "C", "H", "H", "H", "H", "H"], "xyz": [[-1.24527, 1.90822, -3.67392], [-0.03303, 1.28343, -3.86534], [-1.06029, -0.14698, 0.81514], [0.29219, 0.02611, 1.00612], [1.12988, -0.90679, 1.47227], [-1.62766, 0.59584, 0.27971], [-1.16403, -0.99383, 0.12343], [0.69946, 0.92608, 0.56398], [2.17837, -0.73689, 1.77128], [0.83037, -1.95519, 1.50733]], "atomic_forces_ev_per_a": [[-1.05, 0.54, 0.18], [1.05, -0.54, -0.17], [-1.13, -1.25, -3.23], [1.55, 1.30, -0.06], [1.27, -1.22, 0.26], [-0.22, 0.96, 0.74], [-0.83, -1.00, 1.23], [0.29, 0.79, 1.07], [-0.62, 0.16, -0.61], [-0.30, 0.26, 0.58]], "nbo_charge": [-0.19, 0.19, -0.33, -0.27, -0.34, 0.18, 0.18, 0.20, 0.20, 0.19]}



{"formula": "C3H6Br2N", "method": "ωB97M-V/def2-TZVPD", "homo_energy_ev": [-13.56, -15.21], "s2": 2.011, "charge": 1, "spin_multiplicity": 3, "energy_ev": -144771.2131, "largest_force_ev_per_a": 6.051, "de_lowest_kcal_mol": 0.0, "species": ["C", "C", "C", "N", "Br", "Br", "H", "H", "H", "H", "H", "H"], "xyz": [[-0.65413, 1.21409, 0.20021], [-0.50416, -0.90490, -0.96751], [1.13403, -0.21673, 0.76452], [-0.01926, 0.10516, -0.00458], [-0.09992, 2.61895, 1.25915], [-2.87363, 1.75035, -0.81353], [-1.37083, -0.45423, -1.50458], [-0.62912, -1.89958, -0.50117], [0.32038, -1.34237, -1.73404], [1.98197, -0.74115, 0.28452], [1.06175, -0.84565, 1.78926], [1.65291, 0.71607, 1.22776]], "atomic_forces_ev_per_a": [[1.11, -0.62, -0.24], [1.26, -1.53, -1.96], [4.06, -0.17, 4.48], [-0.49, 0.33, 0.24], [-0.37, -0.41, -0.22], [-0.72, 0.23, -0.27], [0.71, -0.91, 0.41], [-0.93, 0.88, 0.52], [-1.42, 2.19, 1.45], [-1.00, 0.25, -0.69], [-1.06, 1.10, -2.46], [-1.15, -1.33, -1.27]], "nbo_charge": [0.23, -0.44, -0.50, -0.42, 0.27, 0.31, 0.24, 0.26, 0.27, 0.26, 0.27, 0.25]}



{"formula": "C3H6BrF2N", "method": "ωB97M-V/def2-TZVPD", "homo_energy_ev": -8.93, "energy_ev": -80173.1112, "largest_force_ev_per_a": 5.378, "de_lowest_kcal_mol": 64.9, "species": ["C", "C", "C", "N", "F", "F", "Br", "H", "H", "H", "H", "H", "H"], "xyz": [[-1.15842, 1.08624, 0.38824], [-0.92294, -0.42334, 0.15707], [0.44865, -0.85726, 0.06700], [1.58772, 0.31797, -0.95935], [1.08079, -0.96046, 1.26797], [0.61280, -2.03597, -0.54072], [3.08683, 0.66415, 0.06797], [-0.25362, 1.65919, 0.76551], [-1.99136, 1.01455, 1.13763], [-1.44939, 1.61426, -0.50156], [-1.33828, -0.79175, -0.91568], [-1.31380, -1.09772, 0.92965], [1.61102, -0.18987, -1.86373]], "atomic_forces_ev_per_a": [[0.12, -0.63, 1.70], [-1.16, -0.25, -3.20], [5.10, 1.32, -1.10], [-3.98, -1.67, 1.88], [-0.67, 0.31, -0.78], [-0.19, -0.15, -0.11], [0.22, -0.37, -0.78], [-1.11, -1.05, -0.07], [0.74, 1.17, -0.63], [-0.36, -0.07, -0.36], [0.48, 0.95, 2.57], [-0.43, 0.38, -0.14], [1.25, 0.06, 1.01]], "nbo_charge": [-0.61, -0.51, 0.89, -0.84, -0.34, -0.33, 0.21, 0.24, 0.22, 0.23, 0.24, 0.24, 0.38]}



{"formula": "C3H6BrHfO3", "method": "ωB97M-V/def2-TZVPD", "homo_energy_ev": -19.89, "charge": 3, "energy_ev": -80656.2476, "largest_force_ev_per_a": 4.243, "de_lowest_kcal_mol": 8.1, "species": ["Hf", "Br", "C", "O", "C", "O", "O", "C", "H", "H", "H", "H", "H", "H"], "xyz": [[3.50443, -4.61493, -4.69477], [3.08021, -2.76321, -2.54674], [1.25048, -0.37568, -0.61684], [0.61060, 0.13345, 0.60067], [-0.63301, 0.67451, 0.58774], [-1.26186, 0.87862, -0.37970], [-0.96343, 1.00846, 1.80413], [-2.26688, 1.53926, 1.97086], [0.68053, -1.13152, -1.15719], [2.17700, -0.90071, -0.38446], [1.37530, 0.49576, -1.25957], [-3.01020, 1.09053, 1.31190], [-2.01451, 2.57545, 1.74565], [-2.52861, 1.38996, 3.01838]], "atomic_forces_ev_per_a": [[-0.52, 2.50, 2.93], [0.69, -2.74, -3.16], [-0.49, -0.31, 0.53], [0.12, -0.40, -0.37], [2.63, -1.11, 0.35], [-1.31, 0.36, -2.15], [0.06, -0.53, 0.76], [-0.12, -1.02, 0.95], [-1.04, 0.27, 0.01], [0.12, 0.90, 0.79], [0.28, 0.19, -0.23], [0.11, 0.26, -0.61], [-0.78, 1.17, 0.00], [0.25, 0.46, 0.20]], "nbo_charge": [1.98, -0.29, -0.27, -0.26, 0.95, -0.30, -0.20, -0.25, 0.24, 0.24, 0.29, 0.27, 0.32, 0.29]}



{"formula": "C3H6BrI", "method": "ωB97M-V/def2-TZVPD", "homo_energy_ev": -9.48, "energy_ev": -81349.8142, "largest_force_ev_per_a": 6.400, "smiles": "C=C(C)Br.I", "de_lowest_kcal_mol": 40.6, "species": ["C", "C", "C", "Br", "I", "H", "H", "H", "H", "H", "H"], "xyz": [[-1.98275, 0.36145, -0.59380], [-0.25408, -0.98148, 0.56358], [-0.70478, 0.22643, -0.23563], [0.44325, 1.77177, -0.17295], [4.53050, 0.25543, 0.21849], [-2.69369, -0.42845, -0.79237], [-2.55612, 1.20180, -0.86129], [3.42472, 1.29096, -0.56830], [0.84358, -1.16346, 0.25969], [-0.87135, -1.75987, 0.49334], [-0.17928, -0.77457, 1.68925]], "atomic_forces_ev_per_a": [[0.10, -0.56, -0.64], [5.13, 3.74, 0.79], [-1.69, -0.03, 1.50], [-0.32, -0.45, 0.00], [-1.07, 1.01, -0.77], [0.54, -1.09, 0.79], [0.47, 1.80, -0.48], [1.06, -1.04, 0.78], [-1.71, -0.43, 0.46], [-2.32, -3.22, -0.85], [-0.20, 0.27, -1.57]], "nbo_charge": [-0.42, -0.65, -0.04, 0.03, -0.12, 0.21, 0.21, 0.12, 0.22, 0.22, 0.23]}



{"formula": "C3H6BrIO3STb", "method": "ωB97M-V/def2-TZVPD", "homo_energy_ev": [-20.41, -20.02], "s2": 13.060, "charge": 3, "spin_multiplicity": 7, "energy_ev": -120724.0064, "largest_force_ev_per_a": 8.021, "species": ["O", "S", "O", "Br", "O", "C", "C", "C", "I", "H", "H", "H", "H", "H", "H", "Tb"], "xyz": [[-2.12252, 0.46767, -0.45809], [-1.22177, 1.22578, -1.50455], [-1.85616, 0.73134, -3.04470], [-1.64923, -1.09046, -3.21600], [0.37825, 0.63824, -1.49787], [0.64160, -0.22956, -0.32118], [0.71139, 0.57492, 1.10753], [0.24305, -0.29278, 2.41711], [0.72030, -2.42631, 2.34412], [1.73409, -0.67530, -0.50189], [-0.08103, -1.15313, -0.33298], [0.01798, 1.54574, 1.08864], [1.82161, 1.00505, 1.19254], [0.83658, 0.15769, 3.34958], [-0.90594, -0.04958, 2.62758], [0.73179, -0.42929, -3.24982]], "atomic_forces_ev_per_a": [[4.78, 2.57, -4.52], [-6.81, -0.05, 4.23], [2.15, -0.47, 1.13], [-5.01, -1.68, -0.23], [-1.08, 0.29, 3.03], [1.70, -2.04, 1.95], [0.36, 1.03, -0.46], [-0.03, 3.01, 0.23], [-0.40, 0.93, 0.53], [-2.20, 1.02, 0.18], [0.98, 2.00, 0.06], [1.35, -2.23, 0.04], [-2.45, -1.17, 0.07], [-1.20, -1.33, -1.79], [2.30, -1.32, -0.38], [5.55, -0.55, -4.06]], "lowdin_charge": [-0.34, 1.08, -0.74, 0.96, -0.70, -0.30, -0.21, -0.49, 1.40, 0.15, 0.10, 0.15, 0.17, 0.13, 0.14, 1.50]}



{"formula": "C3H6BrN2", "method": "ωB97M-V/def2-TZVPD", "homo_energy_ev": -14.94, "charge": 1, "energy_ev": -76223.6294, "largest_force_ev_per_a": 4.155, "smiles": "BrC1=[NH+]CCN1", "de_lowest_kcal_mol": 2.3, "species": ["C", "C", "C", "N", "N", "Br", "H", "H", "H", "H", "H", "H"], "xyz": [[-1.30182, -0.07885, -0.01070], [0.91008, -0.76677, -0.04402], [0.84660, 0.79730, 0.02411], [-0.52114, -1.11251, 0.02841], [-0.58457, 1.01552, -0.02598], [-3.16018, 0.01380, -0.00474], [1.51507, -1.02488, -0.83550], [1.50416, -1.07070, 0.76015], [1.24551, 1.02686, 0.91358], [1.36919, 1.25408, -0.80750], [-1.02949, -2.04664, 0.04581], [-0.79343, 1.99278, -0.04363]], "atomic_forces_ev_per_a": [[-0.07, 2.03, 0.11], [-0.82, 2.15, 0.93], [-1.03, -2.83, -2.86], [-1.26, -3.67, -0.32], [0.85, 1.66, -0.06], [0.60, -0.42, -0.01], [0.16, -1.29, -2.61], [0.11, -0.96, 1.77], [1.28, 1.66, 3.19], [-0.07, 0.22, -0.04], [1.69, 1.37, -0.09], [-1.45, 0.09, -0.03]], "nbo_charge": [0.43, -0.22, -0.21, -0.54, -0.54, 0.26, 0.23, 0.23, 0.22, 0.23, 0.46, 0.45]}



{"formula": "C3H6BrN2O", "method": "ωB97M-V/def2-TZVPD", "homo_energy_ev": [-13.03, -13.05], "charge": 1, "energy_ev": -78265.7748, "largest_force_ev_per_a": 4.612, "de_lowest_kcal_mol": 85.4, "species": ["C", "C", "C", "N", "N", "O", "Br", "H", "H", "H", "H", "H", "H"], "xyz": [[-1.42038, -2.60956, 0.00349], [-2.13123, -0.35466, 0.17581], [1.02675, 1.29295, -0.02319], [-1.15032, 0.62950, 0.04372], [0.05487, 0.34146, -0.07952], [-2.18324, -1.59929, -0.01953], [-3.83614, 0.43760, 0.01864], [-0.32836, -2.58779, -0.01685], [-1.85642, -3.52498, -0.08963], [0.76884, 2.13828, 0.48317], [1.25993, 1.47914, -1.06654], [1.86896, 0.83436, 0.37472], [-1.50821, 1.63919, 0.29985]], "atomic_forces_ev_per_a": [[3.60, -0.03, -0.22], [-1.51, 4.31, -0.64], [0.80, -0.07, -2.05], [-1.54, 0.15, 1.56], [-0.98, -3.23, -0.24], [-0.25, -0.35, 0.19], [-0.15, 0.02, 0.23], [-0.37, 0.73, 0.15], [-1.65, -2.12, -0.17], [-0.70, 2.67, 1.36], [0.39, 0.56, -0.34], [1.73, -0.61, 0.85], [0.63, -2.03, -0.68]], "nbo_charge": [0.11, 0.36, -0.47, -0.25, -0.09, -0.34, 0.14, 0.20, 0.19, 0.20, 0.26, 0.25, 0.43]}